Below is one molecule with the formula C4H6S2, with properties calculated with wB97M-V/def2-TZVPD.

```
12
Properties=species:S:1:pos:R:3:forces:R:3:mulliken_charge:R:1
C -0.56542 0.03495 1.68454 -0.989 2.644 2.792 -0.451
S -1.80164 0.26556 0.42948 0.182 0.544 -1.756 -0.127
C -0.55355 0.00031 -1.02114 -2.442 2.340 0.801 -0.230
C 0.92119 0.58857 -1.01278 -0.487 -0.136 -2.104 -0.662
C 0.45495 -0.81159 -0.58321 3.256 0.200 4.383 -0.136
S 0.46156 -1.25477 1.22473 1.030 -1.611 -0.643 -0.153
H 0.04462 0.97595 1.66961 -0.595 -0.660 0.505 0.241
H -1.07314 -0.03998 2.80246 1.299 -0.091 -3.054 0.303
H -1.09070 -0.22804 -1.88092 -0.841 -0.248 -1.454 0.345
H 1.63202 0.71149 -1.98667 -2.330 -0.379 2.292 0.225
H 0.85453 1.49194 -0.38818 0.873 -0.897 0.273 0.233
H 0.71558 -1.73438 -0.93791 1.044 -1.705 -2.035 0.410
```
Positions in Å, forces in eV/Å.

The calculation puts the HOMO energy at -8.59 eV. The energy above the lowest of the compared OMol25 structures with the same formula, charge and spin comes out at 2.377 eV. The calculation puts the LUMO energy at 0.0285 Ha. Its charge is 0.